# 1
ORCA calculation (ωB97M-V/def2-TZVPD) on an isolated ion of composition C8H15N5S and charge +2.

Each atom is followed by the atoms it is bonded to, with distances in Å.
Element x y z (Å)
1 C -1.3505 1.3616 -3.3306  C4 1.487, N12 1.230, H15 1.089
2 C -2.1887 -0.1876 -1.1364  N9 1.349, N11 1.289, H16 1.088
3 C -0.7982 1.7230 0.9041  C5 1.483, C7 1.588, N10 1.232
4 C -2.3329 0.2484 -3.4154  C1 1.487, N9 1.261, H17 1.081
5 C 0.2074 2.4119 1.7483  C3 1.483, H18 1.091, H19 1.088, H20 1.086
6 C 2.6505 -1.0748 0.6996  C8 1.510, H21 1.090, H22 1.086, H23 1.089
7 C -0.1956 0.4906 0.1046  C3 1.588, N11 1.394, S14 1.827, H24 1.091
8 C 1.3807 -1.8864 0.7992  C6 1.510, N13 1.497, S14 1.880, H25 1.093
9 N -2.6967 -0.3625 -2.3738  C2 1.349, C4 1.261
10 N -1.9686 2.1029 0.8362  C3 1.232, H26 1.011
11 N -0.9537 0.1618 -1.0180  C2 1.289, C7 1.394
12 N -0.5339 1.4772 -2.4183  C1 1.230
13 N 1.5136 -2.8976 1.8947  C8 1.497, H27 1.035, H28 1.033, H29 1.035
14 S -0.1380 -0.8949 1.2938  C7 1.827, C8 1.880
15 H -1.3268 2.0719 -4.1562  C1 1.089
16 H -2.8220 -0.5127 -0.3140  C2 1.088
17 H -2.7081 -0.0485 -4.3851  C4 1.081
18 H 0.7670 3.1133 1.1279  C5 1.091
19 H -0.3048 2.9865 2.5166  C5 1.088
20 H 0.9078 1.7194 2.2067  C5 1.086
21 H 3.5122 -1.7330 0.5900  C6 1.090
22 H 2.6425 -0.4400 -0.1819  C6 1.086
23 H 2.7997 -0.4524 1.5801  C6 1.089
24 H 0.8187 0.7500 -0.2030  C7 1.091
25 H 1.1569 -2.4119 -0.1330  C8 1.093
26 H -2.6939 1.7037 0.2567  N10 1.011
27 H 2.2991 -3.5439 1.7059  N13 1.035
28 H 0.6516 -3.4554 2.0082  N13 1.033
29 H 1.7047 -2.4207 2.7930  N13 1.035

Computed properties:
HOMO level	-16.1	eV
calculated total energy	-985.0553	Eh
frontier orbital gap	7.306	eV
charge	+2
LUMO	-8.84	eV
relative energy (zero: lowest compared OMol25 entry of this formula, charge and spin)	0.00	kcal per mole
M	213.310	u


# 2
ORCA calculation (ωB97M-V/def2-TZVPD) on one molecule with the formula C8H15NO.

Each atom is followed by the atoms it is bonded to, with distances in Å.
Element x y z (Å)
1 C -0.1420 -0.9379 2.1103  C3 1.505, H8 1.093, H9 1.093, H10 1.090
2 C 1.2912 -1.2635 -1.9664  C4 1.507, H11 1.094, H12 1.093, H13 1.092
3 C 0.9333 -0.3113 1.2647  C1 1.505, O6 1.233, C16 1.527
4 C -0.0224 -0.9300 -1.3072  C2 1.507, N5 1.295, C17 1.530
5 N -0.8880 -1.8621 -1.0662  C4 1.295, H7 1.028
6 O 2.0849 -0.7507 1.2943  C3 1.233
7 H -0.5480 -2.7699 -1.4078  N5 1.028
8 H 0.0999 -0.7854 3.1648  C1 1.093
9 H -0.1901 -2.0072 1.8879  C1 1.093
10 H -1.1186 -0.4984 1.9075  C1 1.090
11 H 1.8340 -1.9780 -1.3405  C2 1.094
12 H 1.1032 -1.7161 -2.9432  C2 1.093
13 H 1.9015 -0.3671 -2.0957  C2 1.092
14 C -1.7866 0.7725 -0.6988  C17 1.533, H20 1.097, H21 1.094, H25 1.094
15 C 0.1075 2.0588 1.1982  C16 1.526, H22 1.096, H23 1.094, H24 1.095
16 C 0.5898 0.8742 0.3651  C3 1.527, C15 1.526, C17 1.548, H18 1.101
17 C -0.2848 0.5091 -0.8590  C4 1.530, C14 1.533, C16 1.548, H19 1.099
18 H 1.5612 1.1852 -0.0506  C16 1.101
19 H 0.0401 1.1526 -1.6890  C17 1.099
20 H -2.2957 0.6344 -1.6602  C14 1.097
21 H -2.2571 0.0906 0.0157  C14 1.094
22 H 0.8384 2.3011 1.9782  C15 1.096
23 H -0.8410 1.8526 1.7035  C15 1.094
24 H -0.0191 2.9487 0.5729  C15 1.095
25 H -1.9917 1.7980 -0.3783  C14 1.094

Computed properties:
HOMO level	-9.5	eV
calculated total energy	-443.8088	Eh
frontier orbital gap	10.438	eV
charge	0
LUMO	0.91	eV
SMILES string	[H]/N=C(\C)[C@@H](C)[C@@H](C)C(C)=O
relative energy (zero: lowest compared OMol25 entry of this formula, charge and spin)	20.32	kcal per mole
M	141.214	u


# 3
ORCA calculation (ωB97M-V/def2-TZVPD) on one molecule with the formula C8H15NO2.

Each atom is followed by the atoms it is bonded to, with distances in Å.
Element x y z (Å)
1 C -0.0730 -0.5791 0.2556  C2 1.495, C3 1.508, C4 1.603, C5 1.539
2 C 0.0320 0.9067 0.3852  C1 1.495, C3 1.589, C6 1.505, C7 1.490
3 C 1.0297 0.0793 -0.5346  C1 1.508, C2 1.589, C8 1.492, O11 1.661
4 C -1.3043 -1.2933 -0.4808  C1 1.603, H12 1.066, H13 1.185, H14 1.129
5 C 0.3494 -1.4069 1.4829  C1 1.539, H15 1.185, H16 1.091, H17 1.093
6 C 0.7126 1.5107 1.5836  C2 1.505, H18 1.115, H19 1.100, H20 1.133
7 C -0.9480 1.7770 -0.3243  C2 1.490, H21 1.141, H22 1.092, H23 1.128
8 C 1.2018 0.2273 -2.0097  C3 1.492, H24 1.112, H25 1.060, H26 1.148
9 N 3.3365 -0.7755 -0.6549  O10 1.214, O11 1.364
10 O 4.4869 -0.9644 -0.3175  N9 1.214
11 O 2.4672 -0.2251 0.2408  C3 1.661, N9 1.364
12 H -0.9654 -2.2508 -0.8036  C4 1.066
13 H -1.6692 -0.7556 -1.4723  C4 1.185
14 H -2.2013 -1.2671 0.2043  C4 1.129
15 H 1.3594 -0.9543 1.9062  C5 1.185
16 H 0.5977 -2.3938 1.0887  C5 1.091
17 H -0.4417 -1.2077 2.2107  C5 1.093
18 H 1.7763 1.6787 1.2930  C6 1.115
19 H 0.7254 0.9849 2.5497  C6 1.100
20 H 0.2102 2.5258 1.5750  C6 1.133
21 H -0.9887 2.8020 0.1746  C7 1.141
22 H -1.9337 1.4077 -0.0340  C7 1.092
23 H -0.7486 1.8273 -1.4338  C7 1.128
24 H 2.1709 0.7402 -2.1921  C8 1.112
25 H 0.4384 0.8050 -2.4644  C8 1.060
26 H 1.2275 -0.8421 -2.4258  C8 1.148

Computed properties:
HOMO level	-9.5	eV
calculated total energy	-518.8628	Eh
frontier orbital gap	10.141	eV
charge	0
LUMO	0.68	eV
SMILES string	CC1(C)C(C)(C)C1(C)ON=O
relative energy (zero: lowest compared OMol25 entry of this formula, charge and spin)	149.10	kcal per mole
M	157.213	u


# 4
ORCA calculation (ωB97M-V/def2-TZVPD) on one molecule with the formula C8H15NO2SSi.

Each atom is followed by the atoms it is bonded to, with distances in Å.
Element x y z (Å)
1 C 0.4629 -2.8068 -0.2611  C3 1.496, N9 1.312, O10 1.163
2 C -3.3186 -0.2095 -0.3391  C5 1.450, O11 1.195, S13 1.831
3 C 0.5103 -1.5589 0.5624  C1 1.496, C4 1.616, Si12 1.916, H14 1.165
4 C -0.9532 -1.3073 -0.0753  C3 1.616, N9 1.450, S13 1.846, H15 1.084
5 C -4.6761 0.1451 0.0262  C2 1.450, H16 1.083, H17 1.027, H18 1.164
6 C 2.1556 -0.3553 -1.5482  Si12 1.923, H19 1.107, H20 1.074, H21 1.100
7 C 3.0564 0.0132 1.5806  Si12 2.046, H22 1.136, H23 1.029, H24 1.063
8 C 0.4165 1.6258 0.2963  Si12 1.941, H25 1.139, H26 1.099, H27 1.120
9 N -0.8023 -2.6600 -0.5751  C1 1.312, C4 1.450, H28 1.008
10 O 1.2543 -3.5909 -0.5940  C1 1.163
11 O -2.7159 0.2580 -1.2589  C2 1.195
12 Si 1.5237 0.0326 0.2262  C3 1.916, C6 1.923, C7 2.046, C8 1.941
13 S -2.4570 -1.1396 0.9825  C2 1.831, C4 1.846
14 H 0.4600 -1.7500 1.7104  C3 1.165
15 H -1.0541 -0.5938 -0.8852  C4 1.084
16 H -4.7438 0.2997 1.0964  C5 1.083
17 H -5.2952 -0.6227 -0.2611  C5 1.027
18 H -4.9115 1.1249 -0.5561  C5 1.164
19 H 2.2289 0.4061 -2.3491  C6 1.107
20 H 3.1095 -0.8494 -1.5558  C6 1.074
21 H 1.5161 -1.1056 -2.0362  C6 1.100
22 H 3.8172 0.8495 1.4737  C7 1.136
23 H 2.6879 -0.0717 2.5372  C7 1.029
24 H 3.6334 -0.8735 1.4792  C7 1.063
25 H -0.6335 1.2073 0.4379  C8 1.139
26 H 0.6090 2.1383 1.2493  C8 1.099
27 H 0.5151 2.2303 -0.6408  C8 1.120
28 H -1.4402 -3.0103 -1.2729  N9 1.008

Computed properties:
HOMO level	-9.5	eV
calculated total energy	-1206.7187	Eh
frontier orbital gap	9.931	eV
charge	0
LUMO	0.47	eV
SMILES string	CC(=O)S[C@@H]1NC(=O)[C@H]1[Si](C)(C)C
M	217.366	u


# 5
ORCA calculation (ωB97M-V/def2-TZVPD) on a 2-piece molecular cluster, C8H15NO3 overall.

Each atom is followed by the atoms it is bonded to, with distances in Å.
Element x y z (Å)
1 C 3.0009 -0.2667 0.2743  O10 1.181, O11 1.180
2 C -1.0685 1.8099 -0.9384  C3 1.493, C4 1.482, H13 1.092, H14 1.066
3 C 0.2191 2.4939 -0.6184  C2 1.493, C4 1.512, H15 1.197, H16 1.092
4 C -0.1349 1.1685 0.0166  C2 1.482, C3 1.512, C5 1.574, C8 1.540
5 C -0.3182 1.5561 1.5309  C4 1.574, H17 1.034, H18 1.178, H19 1.071
6 C 0.2273 -2.6411 0.2555  N9 1.466, H20 1.052, H21 1.026, H22 1.169
7 C -1.7763 -1.3423 -0.1944  N9 1.526, H23 1.149, H24 1.230, H25 1.154
8 C 0.5242 -0.1835 -0.3148  C4 1.540, N9 1.527, O12 1.388
9 N -0.3340 -1.2870 0.2994  C6 1.466, C7 1.526, C8 1.527, H26 1.021
10 O 3.2786 -0.4326 -0.8611  C1 1.181
11 O 3.0961 0.0013 1.4198  C1 1.180
12 O 0.6340 -0.4140 -1.6790  C8 1.388, H27 0.928
13 H -1.9394 2.2701 -0.4667  C2 1.092
14 H -1.2515 1.1738 -1.7744  C2 1.066
15 H 0.9592 2.4407 -1.5583  C3 1.197
16 H 0.4197 3.4587 -0.1483  C3 1.092
17 H -0.2562 2.5502 1.8095  C5 1.034
18 H 0.3401 0.8746 2.2306  C5 1.178
19 H -1.3070 1.1941 1.7272  C5 1.071
20 H -0.1811 -3.0439 1.1374  C6 1.052
21 H -0.0748 -3.1604 -0.5759  C6 1.026
22 H 1.3804 -2.4653 0.1708  C6 1.169
23 H -1.7336 -1.0988 -1.3170  C7 1.149
24 H -2.1155 -2.5183 -0.0759  C7 1.230
25 H -2.5744 -0.7126 0.3522  C7 1.154
26 H -0.5060 -1.1614 1.2982  N9 1.021
27 H 1.4918 -0.2642 -1.9999  O12 0.928

Computed properties:
HOMO level	-6.5	eV
calculated total energy	-594.1261	Eh
frontier orbital gap	6.939	eV
charge	0
LUMO	0.41	eV
relative energy (zero: lowest compared OMol25 entry of this formula, charge and spin)	145.23	kcal per mole
M	173.212	u


# 6
ORCA calculation (ωB97M-V/def2-TZVPD) on one molecule with the formula C8H15NO4.

Each atom is followed by the atoms it is bonded to, with distances in Å.
Element x y z (Å)
1 C 0.6161 0.2688 -0.5818  C3 1.497, C4 1.575, N9 1.484, H14 1.078
2 C -0.7501 -1.1703 0.6250  C3 1.559, O12 1.391, O13 1.412, H15 1.086
3 C 0.6944 -0.5853 0.6447  C1 1.497, C2 1.559, C5 1.553, C6 1.539
4 C -0.8930 0.7146 -0.6397  C1 1.575, C7 1.491, C8 1.536, O12 1.412
5 C 0.8996 0.3208 1.8887  C3 1.553, H16 1.148, H17 1.085, H18 1.093
6 C 1.7383 -1.7136 0.7291  C3 1.539, H19 1.180, H20 1.084, H21 1.124
7 C -1.6168 0.7372 -1.9430  C4 1.491, H22 1.144, H23 1.140, H24 1.124
8 C -0.8817 2.1625 -0.1271  C4 1.536, H25 1.041, H26 1.028, H27 1.138
9 N 1.0206 -0.4380 -1.8222  C1 1.484, O10 1.193, O11 1.213
10 O 1.7319 0.1957 -2.5411  N9 1.193
11 O 0.6185 -1.5621 -2.0387  N9 1.213
12 O -1.5903 -0.1242 0.2563  C2 1.391, C4 1.412
13 O -1.0471 -1.7448 1.8806  C2 1.412, H28 1.032
14 H 1.2308 1.1534 -0.5437  C1 1.078
15 H -0.9063 -1.9219 -0.1435  C2 1.086
16 H 0.9200 -0.3583 2.8144  C5 1.148
17 H 0.0886 1.0316 2.0107  C5 1.085
18 H 1.8499 0.8528 1.7975  C5 1.093
19 H 1.3118 -2.6919 1.2318  C6 1.180
20 H 2.6784 -1.3149 1.0925  C6 1.084
21 H 2.1725 -2.1196 -0.2252  C6 1.124
22 H -2.7100 0.8331 -1.6194  C7 1.144
23 H -1.5185 -0.3091 -2.3854  C7 1.140
24 H -1.2448 1.4814 -2.6984  C7 1.124
25 H -1.8210 2.5703 -0.3169  C8 1.041
26 H -0.2413 2.6738 -0.7484  C8 1.028
27 H -0.6431 2.2196 0.9839  C8 1.138
28 H -1.7074 -1.1619 2.4194  O13 1.032

Computed properties:
HOMO level	-9.9	eV
calculated total energy	-669.4122	Eh
frontier orbital gap	10.314	eV
charge	0
LUMO	0.43	eV
SMILES string	CC1(C)O[C@H](O)C(C)(C)[C@H]1[N+](=O)[O-]
relative energy (zero: lowest compared OMol25 entry of this formula, charge and spin)	96.62	kcal per mole
M	189.211	u


# 7
ORCA calculation (ωB97M-V/def2-TZVPD) on a 2-piece molecular cluster, C8H15NOS2 overall.

Each atom is followed by the atoms it is bonded to, with distances in Å.
Element x y z (Å)
1 C 0.6382 0.1316 -0.5974  C8 1.473, N9 1.137
2 C -1.9272 1.0085 0.1241  O10 1.201, S11 1.731, S12 1.792
3 C -0.2217 -1.9158 0.6053  C8 1.531, H13 1.184, H14 1.012, H15 1.030
4 C 1.5181 -0.3378 1.5779  C8 1.621, H16 1.213, H17 1.133, H18 1.028
5 C 2.1197 -1.8334 -0.3444  C8 1.501, H19 1.074, H20 1.211, H21 1.067
6 C -2.9772 0.5764 -2.3136  S11 1.810, H22 1.044, H23 1.155, H24 1.166
7 C -0.7496 3.5497 0.5134  S12 1.827, H25 1.023, H26 1.188, H27 1.014
8 C 0.9770 -1.0437 0.2232  C1 1.473, C3 1.531, C4 1.621, C5 1.501
9 N 0.5731 1.0481 -1.2678  C1 1.137
10 O -1.2709 0.8629 1.1193  C2 1.201
11 S -2.7247 -0.2676 -0.7322  C2 1.731, C6 1.810
12 S -1.9183 2.6592 -0.5728  C2 1.792, C7 1.827
13 H -0.7378 -2.3889 -0.3499  C3 1.184
14 H 0.1062 -2.7683 1.0420  C3 1.012
15 H -0.8145 -1.3401 1.2204  C3 1.030
16 H 2.4476 0.4240 1.4165  C4 1.213
17 H 1.8293 -1.0997 2.3561  C4 1.133
18 H 0.7375 0.2348 1.9248  C4 1.028
19 H 2.5419 -2.5306 0.3550  C5 1.074
20 H 2.9530 -1.0590 -0.7599  C5 1.211
21 H 1.8513 -2.4036 -1.2053  C5 1.067
22 H -2.1081 1.0570 -2.6369  C6 1.044
23 H -3.5298 1.5761 -2.1404  C6 1.155
24 H -3.4837 -0.1531 -3.0686  C6 1.166
25 H -0.2477 4.2761 -0.0038  C7 1.023
26 H -0.0696 2.5857 0.6509  C7 1.188
27 H -1.3395 3.8209 1.2922  C7 1.014

Computed properties:
HOMO level	-9.1	eV
calculated total energy	-1240.1058	Eh
frontier orbital gap	9.715	eV
charge	0
LUMO	0.61	eV
SMILES string	CC(C)(C)C#N.CSC(=O)SC
relative energy (zero: lowest compared OMol25 entry of this formula, charge and spin)	81.39	kcal per mole
M	205.348	u


# 8
ORCA calculation (ωB97M-V/def2-TZVPD) on one molecule with the formula C8H15NSi.

Each atom is followed by the atoms it is bonded to, with distances in Å.
Element x y z (Å)
1 C -1.1888 1.0109 -0.5396  C8 1.302, N9 1.212
2 C -3.3064 0.5376 0.3194  C3 1.493, N9 1.468, H11 1.092, H12 1.094
3 C -3.1199 -0.7564 -0.4021  C2 1.493, C7 1.329, H13 1.081
4 C 2.3149 1.8851 -0.1122  Si10 1.911, H14 1.087, H15 1.087, H16 1.086
5 C 1.1953 -0.2710 1.8295  Si10 1.908, H17 1.086, H18 1.085, H19 1.087
6 C 2.5107 -1.1552 -0.8740  Si10 1.908, H20 1.086, H21 1.085, H22 1.084
7 C -2.0057 -1.4616 -0.2346  C3 1.329, H23 1.077, H24 1.075
8 C -0.1887 0.2814 -0.9439  C1 1.302, Si10 1.899, H25 1.082
9 N -2.2359 1.4460 -0.1107  C1 1.212, C2 1.468
10 Si 1.4588 0.1793 -0.0058  C4 1.911, C5 1.908, C6 1.908, C8 1.899
11 H -4.2552 1.0241 0.0837  C2 1.092
12 H -3.2203 0.4314 1.4048  C2 1.094
13 H -3.7683 -0.9423 -1.2469  C3 1.081
14 H 3.1808 1.9446 0.5416  C4 1.087
15 H 2.6533 2.0953 -1.1233  C4 1.087
16 H 1.6323 2.6803 0.1727  C4 1.086
17 H 2.1356 -0.2497 2.3724  C5 1.086
18 H 0.5207 0.4282 2.3134  C5 1.085
19 H 0.7777 -1.2675 1.9449  C5 1.087
20 H 2.3743 -2.1323 -0.4204  C6 1.086
21 H 2.2563 -1.2425 -1.9249  C6 1.085
22 H 3.5660 -0.9139 -0.8163  C6 1.084
23 H -1.7768 -2.3143 -0.8519  C7 1.077
24 H -1.3820 -1.3277 0.6309  C7 1.075
25 H -0.1286 0.0901 -2.0068  C8 1.082

Computed properties:
HOMO level	-8.5	eV
calculated total energy	-658.0164	Eh
frontier orbital gap	9.434	eV
charge	0
LUMO	0.90	eV
SMILES string	C=CCN=C=C[Si](C)(C)C
relative energy (zero: lowest compared OMol25 entry of this formula, charge and spin)	41.80	kcal per mole
M	153.301	u